{"formula": "C17H27N5O3S", "method": "wB97M-V/def2-TZVPD", "species": ["C", "C", "C", "C", "C", "N", "C", "S", "C", "C", "N", "C", "C", "O", "C", "C", "N", "C", "C", "C", "O", "N", "C", "O", "N", "C", "H", "H", "H", "H", "H", "H", "H", "H", "H", "H", "H", "H", "H", "H", "H", "H", "H", "H", "H", "H", "H", "H", "H", "H", "H", "H", "H"], "xyz": [[3.940034, -0.105428, -1.881977], [2.983304, 0.686587, -2.770101], [3.010868, 0.129730, -4.192376], [1.550083, 0.644032, -2.232374], [1.387561, 1.392858, -0.908034], [0.022631, 1.341195, -0.455865], [-0.582054, 0.330328, 0.203141], [0.283532, -1.093441, 0.686516], [-1.043050, -1.906513, 1.639831], [-0.718685, -3.393160, 1.639972], [0.713556, -3.560473, 1.787587], [1.219348, -4.816688, 1.266227], [2.747809, -4.781044, 1.305356], [3.222513, -4.581618, 2.614981], [2.714538, -3.379529, 3.141934], [1.185746, -3.376101, 3.148567], [-1.871300, 0.549632, 0.431283], [-2.112898, 1.758178, -0.118343], [-0.959252, 2.282702, -0.687291], [-0.937070, 3.562560, -1.321212], [-0.005096, 4.140490, -1.841753], [-2.211733, 4.133512, -1.274887], [-3.386653, 3.654905, -0.725510], [-4.412225, 4.295352, -0.770832], [-3.306107, 2.414167, -0.130958], [-4.473685, 1.818334, 0.478054], [3.588040, -1.128155, -1.765070], [4.930642, -0.132478, -2.329740], [4.030341, 0.343156, -0.896596], [3.309865, 1.731511, -2.799825], [2.355809, 0.703845, -4.843199], [4.018353, 0.172209, -4.598997], [2.681587, -0.907217, -4.199245], [1.244505, -0.395666, -2.092888], [0.881715, 1.102766, -2.964634], [2.011948, 0.941796, -0.132796], [1.652238, 2.444081, -1.039679], [-1.040642, -1.477360, 2.640721], [-1.987196, -1.675322, 1.152781], [-1.295807, -3.906770, 2.427232], [-1.003130, -3.817474, 0.674219], [0.860334, -5.675806, 1.859492], [0.886736, -4.935449, 0.233213], [3.099600, -3.967806, 0.653054], [3.165910, -5.730471, 0.967130], [3.066557, -2.528738, 2.539498], [3.106422, -3.298492, 4.157061], [0.820404, -4.181789, 3.810124], [0.833843, -2.418043, 3.531515], [-2.296540, 5.049404, -1.701818], [-4.727601, 0.891422, -0.036561], [-5.291323, 2.531174, 0.393435], [-4.268229, 1.596949, 1.525062]], "forces_ev_per_angstrom": [[-0.08, 0.28, -0.10], [-0.15, -0.25, -0.06], [0.03, 0.24, 0.20], [0.26, 0.31, 0.08], [0.49, -0.17, -0.40], [-0.47, -0.17, 0.37], [-0.10, 0.20, 0.03], [0.21, -0.26, -0.07], [0.09, 0.14, -0.09], [0.06, 0.16, -0.09], [-0.01, -0.32, 0.08], [0.35, -0.03, 0.01], [-0.27, -0.19, -0.26], [0.06, -0.12, 0.11], [-0.25, 0.20, 0.23], [0.35, 0.00, 0.02], [-0.42, 0.10, 0.05], [1.31, 0.17, -0.45], [-0.81, -0.06, 0.23], [-0.11, -0.28, 0.17], [0.24, 0.13, -0.15], [0.07, 0.40, -0.22], [-0.04, -0.10, 0.06], [-0.28, 0.26, -0.06], [-0.08, 0.08, 0.00], [-0.27, -0.06, 0.10], [-0.04, -0.17, 0.03], [0.13, -0.04, 0.01], [0.07, -0.02, 0.17], [-0.01, 0.01, 0.00], [-0.08, 0.02, -0.12], [0.10, -0.04, -0.09], [-0.04, -0.15, -0.03], [-0.05, -0.07, -0.06], [-0.08, -0.03, 0.01], [0.00, 0.14, -0.01], [0.03, -0.12, 0.11], [-0.12, -0.02, 0.00], [-0.02, -0.06, 0.13], [0.03, 0.01, -0.08], [-0.02, 0.00, 0.06], [0.01, 0.01, -0.07], [-0.01, -0.03, 0.01], [-0.01, -0.08, 0.00], [-0.04, 0.08, -0.05], [-0.01, -0.02, 0.08], [-0.04, 0.07, -0.06], [-0.01, 0.08, -0.01], [-0.01, 0.03, 0.06], [0.00, -0.17, 0.09], [-0.03, 0.01, 0.04], [0.08, -0.10, 0.02], [-0.05, -0.01, -0.02]], "lowdin_charge": [-0.07, -0.44, -0.08, -0.16, -0.14, -0.02, -0.59, 1.02, -0.41, -0.27, -0.25, -0.16, -0.19, -0.13, -0.19, -0.17, 0.14, -0.22, -0.07, -0.41, 0.07, 0.21, -0.48, 0.07, 0.00, -0.01, 0.08, 0.08, 0.07, 0.14, 0.08, 0.08, 0.08, 0.11, 0.12, 0.11, 0.13, 0.08, 0.07, 0.13, 0.12, 0.13, 0.13, 0.13, 0.13, 0.13, 0.13, 0.13, 0.12, 0.17, 0.10, 0.09, 0.09], "gap_ev": 8.562, "relative_energy_ev": 0.016, "smiles": "CC(C)CCn1c(SCCN2CCOCC2)nc2c1c(=O)[nH]c(=O)n2C", "largest_force_ha_per_bohr": 0.0271}


{"formula": "C17H27NO", "method": "wB97M-V/def2-TZVPD", "species": ["C", "C", "C", "C", "C", "C", "C", "H", "H", "C", "C", "H", "H", "C", "O", "C", "C", "H", "H", "C", "C", "H", "H", "H", "C", "H", "H", "H", "H", "H", "H", "H", "C", "C", "N", "H", "H", "H", "H", "H", "H", "H", "H", "H", "H", "H"], "xyz": [[-3.722777, -1.001680, -3.509312], [-2.940564, -0.653036, -2.372824], [-2.993319, 0.542704, -1.778963], [-2.080932, 0.844961, -0.572769], [-1.144730, 0.079299, -0.048145], [-0.979725, -1.335227, -0.754337], [-1.783125, -1.690879, -1.746714], [-1.769044, -2.405424, -2.487128], [-0.269023, -1.988123, -0.603713], [-0.198341, 0.138645, 1.055459], [0.068297, 1.547489, 1.263920], [-0.898842, 2.140060, 1.527694], [0.470044, 1.803844, 2.496283], [0.691410, 2.362082, 0.284850], [1.960407, 2.042959, 0.057765], [1.975581, 0.469151, -0.303311], [1.228390, -0.332816, 0.868274], [1.366275, -1.417372, 0.482650], [1.811967, -0.181735, 1.477210], [3.373405, 0.054579, -0.826336], [3.358495, -1.040298, -1.610686], [2.761126, -1.249524, -2.447867], [4.350058, -1.400443, -2.105379], [3.151509, -2.143024, -0.948930], [4.312442, 0.301821, 0.137951], [4.004829, -0.761670, 0.948525], [5.258348, 0.063189, 0.168997], [4.209030, 1.001629, 0.785434], [3.735788, 0.890834, -1.403111], [1.209272, 0.466415, -1.220034], [0.857519, 3.467212, 0.588842], [0.099077, 2.578438, -0.561153], [-0.690947, -0.774815, 2.152598], [-2.108264, -0.356350, 2.800101], [-2.181036, 0.562801, 3.837673], [-1.662203, 0.130425, 4.381763], [-1.855723, 1.606105, 3.443612], [-2.667780, -0.296869, 1.897424], [-2.538328, -1.353942, 3.004057], [0.167834, -0.758400, 2.964801], [-0.735791, -1.931295, 1.961008], [-1.955342, 1.539624, -0.056984], [-3.497743, 1.301896, -1.875978], [-4.007421, -1.932027, -3.358213], [-4.436424, -0.183156, -3.568916], [-3.303679, -0.748058, -4.426090]], "forces_ev_per_angstrom": [[-0.21, 4.40, -0.29], [4.64, -0.43, 3.91], [7.44, -6.33, 4.95], [-1.62, -10.64, -7.91], [1.06, -7.98, -4.30], [-4.21, 4.81, -0.65], [-4.17, 4.91, -1.96], [0.84, -2.49, -0.69], [3.94, -2.97, 1.56], [1.34, -0.78, 0.35], [-3.84, 4.02, 9.02], [0.77, -1.04, -0.76], [-0.13, -1.08, -3.57], [0.89, 4.92, 0.40], [3.79, -5.00, -1.79], [-3.25, 2.31, -2.12], [-6.87, -4.01, -15.71], [-0.46, 1.47, 0.98], [9.58, 2.42, 12.68], [-3.37, 6.86, -0.49], [2.64, -10.75, -1.74], [-1.72, 0.92, -0.87], [-0.96, 1.17, 1.24], [0.44, 2.98, -1.30], [-1.30, -8.42, 5.24], [0.97, 2.48, -1.16], [5.29, -1.14, -1.56], [-1.37, 5.23, 3.57], [-1.11, 1.00, -1.87], [1.71, -0.12, 1.60], [-0.94, -1.37, 0.56], [-0.88, -0.74, -1.73], [0.27, -0.66, 4.10], [1.19, -4.07, -3.51], [-5.54, 8.38, -7.59], [6.60, -3.23, 7.73], [-0.68, -3.90, 2.03], [-1.05, 1.71, -0.70], [0.13, 0.31, 1.33], [-1.70, 0.15, -1.05], [0.09, 2.34, -0.62], [-0.36, 12.72, 6.76], [-6.01, 7.33, -2.25], [-2.20, -4.34, -0.32], [-1.38, -0.68, 0.35], [1.70, -0.66, -1.83]], "lowdin_charge": [-0.06, -0.21, 0.04, 0.04, -0.15, 0.00, 0.05, 0.06, 0.04, -0.49, -0.18, 0.14, 0.22, -0.36, -0.08, -0.07, -0.07, 0.16, -0.03, -0.56, -0.11, 0.06, 0.12, 0.16, -0.05, 0.19, 0.03, 0.03, 0.16, 0.19, 0.17, 0.11, -0.10, -0.31, 0.04, -0.05, 0.17, 0.09, 0.11, 0.15, 0.15, -0.02, 0.01, 0.04, 0.10, 0.08], "gap_ev": 9.334, "relative_energy_ev": 16.535, "largest_force_ha_per_bohr": 0.3424}


{"formula": "C17H28Br2F6FeNO5P2S2SbTe", "method": "wB97M-V/def2-TZVPD", "species": ["Fe", "Br", "C", "Br", "H", "H", "C", "C", "O", "P", "S", "S", "O", "C", "C", "H", "H", "H", "H", "H", "H", "H", "H", "H", "H", "C", "C", "C", "C", "C", "C", "C", "C", "N", "H", "H", "H", "H", "H", "H", "F", "Sb", "F", "F", "F", "F", "F", "C", "C", "O", "P", "O", "Te", "O", "C", "C", "H", "H", "H", "H", "H", "H", "H", "H", "H", "H"], "xyz": [[0.321899, -0.088739, -0.054148], [-0.085838, -0.021888, 2.240645], [-1.628094, 1.170890, 1.811936], [-1.665335, 1.826886, 0.010445], [-1.524111, 2.015064, 2.478485], [-2.500411, 0.550929, 1.970569], [3.426868, -5.729433, -1.056492], [3.548146, -5.161407, 0.345480], [3.576111, -3.731411, 0.303899], [2.221078, -2.857958, 0.595189], [2.647587, -1.105283, -0.254317], [0.579776, -3.802896, 0.182826], [2.307823, -2.695806, 2.213494], [3.499559, -2.151125, 2.787374], [3.122038, -1.082532, 3.791493], [3.538297, -6.818034, -1.040886], [4.196140, -5.292793, -1.697942], [2.450149, -5.469965, -1.465257], [4.487922, -5.471726, 0.808298], [2.716445, -5.503957, 0.963813], [4.132945, -1.731858, 2.003460], [4.042996, -2.970304, 3.267389], [2.790741, -0.179227, 3.272093], [3.976879, -0.840274, 4.428855], [2.295337, -1.436655, 4.412902], [0.309545, 0.127053, -2.109539], [-0.801907, -0.427088, -2.884013], [-1.870597, 0.361352, -3.340401], [-2.841554, -0.145998, -4.182105], [-2.785762, -1.475353, -4.598241], [-1.774196, -2.300974, -4.094187], [-0.814351, -1.787581, -3.250095], [-3.718068, -1.963491, -5.579668], [-4.444640, -2.335557, -6.395656], [0.423165, 1.203429, -2.249442], [1.237663, -0.390955, -2.335041], [-1.920611, 1.403865, -3.042585], [-3.646338, 0.487113, -4.536576], [-1.747171, -3.345834, -4.379803], [-0.038204, -2.434266, -2.853681], [-1.498992, -1.351777, -0.243124], [-3.207090, -2.117019, 0.219503], [-3.778671, -1.939257, -1.555904], [-4.890030, -2.808155, 0.729119], [-2.568758, -3.844013, -0.120926], [-2.659136, -2.164061, 2.023539], [-3.826324, -0.345592, 0.544117], [0.443090, 4.969031, 1.142478], [1.800742, 4.377149, 1.465750], [2.478219, 4.013787, 0.252718], [2.647802, 2.417743, -0.051297], [1.286530, 1.805349, 0.188912], [3.766399, 2.380921, -2.123554], [3.532036, 1.951470, 1.228454], [4.958712, 2.061606, 1.196947], [5.469296, 1.896265, 2.611809], [-0.060528, 5.275658, 2.065369], [-0.166677, 4.221359, 0.634406], [0.549829, 5.835894, 0.487826], [1.680808, 3.504542, 2.109165], [2.431707, 5.102985, 1.983343], [5.256710, 3.025910, 0.782625], [5.356025, 1.282513, 0.544270], [5.004666, 2.629806, 3.274905], [6.552710, 2.036726, 2.631581], [5.235872, 0.898522, 2.986805]], "forces_ev_per_angstrom": [[1.00, 0.77, -2.49], [-0.63, 0.44, 0.99], [0.41, -0.30, 0.59], [-0.03, -0.30, 0.16], [-0.14, 0.02, 0.07], [-0.06, 0.13, -0.03], [0.00, 0.14, 0.02], [-0.03, 0.11, -0.06], [-0.06, -0.13, -0.07], [0.26, -0.16, -0.09], [-0.76, -0.01, 0.29], [0.05, 0.02, 0.05], [0.01, 0.07, 0.17], [-0.06, -0.04, -0.02], [-0.15, 0.02, -0.09], [-0.01, 0.05, -0.01], [0.00, -0.09, 0.02], [0.02, -0.04, -0.01], [0.02, 0.01, 0.05], [0.00, -0.01, 0.04], [0.04, 0.02, 0.00], [-0.01, -0.03, 0.01], [0.07, -0.03, 0.03], [-0.05, 0.05, 0.00], [0.11, -0.01, 0.05], [0.04, -0.15, 0.59], [0.19, 0.03, -0.05], [-0.08, -0.03, 0.01], [0.00, 0.05, 0.02], [-0.11, -0.07, -0.19], [0.05, -0.01, 0.01], [-0.06, -0.03, -0.01], [0.09, 0.04, 0.16], [0.05, 0.02, 0.09], [0.02, -0.01, -0.11], [0.04, 0.12, -0.27], [0.05, -0.01, -0.06], [0.03, 0.01, -0.01], [0.00, 0.02, 0.01], [-0.02, 0.02, -0.02], [0.06, -0.06, 0.10], [-0.05, 0.06, -0.06], [-0.03, 0.00, -0.16], [-0.14, -0.03, 0.04], [0.02, -0.12, 0.01], [0.09, 0.00, 0.15], [-0.14, -0.02, 0.06], [0.05, -0.04, 0.01], [-0.08, -0.05, -0.23], [-0.03, -0.02, 0.31], [-0.54, 0.36, 0.12], [0.38, -0.53, -0.23], [-0.02, -0.17, 0.12], [0.27, -0.11, -0.19], [-0.13, -0.09, 0.11], [-0.05, -0.02, 0.01], [-0.01, 0.02, -0.06], [0.02, 0.05, 0.03], [-0.02, 0.00, 0.03], [0.04, -0.03, 0.05], [0.06, 0.02, 0.00], [-0.03, 0.07, -0.03], [0.00, 0.01, -0.06], [0.04, -0.01, -0.02], [-0.01, -0.02, 0.03], [0.01, 0.03, 0.01]], "lowdin_charge": [-0.05, 0.83, -0.83, 0.86, 0.00, -0.02, -0.10, -0.34, -0.37, -0.15, 0.40, 0.32, -0.37, -0.33, -0.10, 0.07, 0.07, 0.05, 0.11, 0.08, 0.07, 0.11, 0.05, 0.07, 0.07, -0.24, -0.30, -0.06, -0.06, -0.27, -0.05, -0.04, -0.21, 0.10, 0.04, 0.00, 0.09, 0.11, 0.11, 0.11, -0.41, 1.34, -0.33, -0.38, -0.38, -0.37, -0.40, -0.09, -0.30, -0.34, 0.06, -0.52, 0.28, -0.32, -0.34, -0.08, 0.07, 0.02, 0.07, 0.10, 0.11, 0.09, 0.09, 0.07, 0.07, 0.06], "gap_ev": [6.345, 6.343], "relative_energy_ev": 1.357, "largest_force_ha_per_bohr": 0.0542, "total_charge": -2}